[1]
A structure of composition C26H39BrN3O2RhS2Si4Te at a distorted geometry, computed with the ωB97M-V functional and the def2-TZVPD basis.

Values from the calculation:
Highest occupied orbital energy (alpha / beta) = -6.506 / -6.510 eV
DFT total energy = -6235.84366 a.u.

Last column: Mulliken charge in e.
Positions of all 79 atoms, in Å:
H (6.685, -3.575, -2.632)  0.405
C (-1.695, 4.198, 2.154)  -0.658
N (0.516, 0.759, -3.018)  -0.155
H (-1.349, -0.999, 5.527)  0.272
H (2.158, -0.641, 1.124)  0.190
H (-4.706, 3.208, 2.589)  0.392
Te (-1.039, -0.246, -0.187)  -0.034
Si (-2.107, -1.375, 3.159)  0.211
C (4.897, -3.603, -1.450)  0.112
O (-2.042, 0.094, -3.214)  -0.824
H (-0.645, 4.374, 2.396)  0.258
H (3.307, -1.256, -4.738)  0.701
N (1.613, -3.438, -5.168)  -0.246
C (-1.047, -2.903, 2.788)  -0.957
H (-4.218, 2.161, 1.258)  0.204
H (-2.607, -2.028, -4.674)  0.449
H (3.803, 0.870, -3.570)  0.438
H (2.981, -3.726, -0.490)  0.496
H (-2.355, 1.635, 5.158)  0.200
H (-1.604, -3.821, 2.983)  0.373
C (2.515, -0.716, -4.241)  -0.362
C (-3.831, -1.611, 2.416)  -1.015
H (0.435, 1.148, 5.341)  0.278
H (1.966, 2.080, -2.418)  0.398
C (-2.126, 2.597, 4.698)  -1.022
H (-0.908, -3.586, -5.549)  0.462
H (5.452, -3.648, -4.784)  0.462
H (1.920, -1.631, 2.563)  0.223
C (4.920, -3.654, -3.842)  -0.152
Br (5.837, -3.449, 0.191)  -0.211
Si (-2.306, 2.543, 2.810)  0.467
H (-2.655, -2.181, 5.455)  0.393
H (-2.281, 5.017, 2.576)  0.363
C (1.207, -1.198, -4.267)  0.633
H (-1.106, 2.868, 4.980)  0.234
H (2.134, 0.684, 5.265)  0.400
C (2.820, -3.728, -2.624)  -0.351
C (2.799, 0.473, -3.595)  -1.169
H (-0.732, -2.918, 1.742)  0.283
C (3.510, -3.692, -1.433)  -0.587
C (-1.470, 3.655, -2.168)  0.385
H (-3.015, -0.463, 5.308)  0.308
C (5.604, -3.611, -2.648)  -0.349
C (-1.183, -0.687, -3.789)  1.215
H (-4.569, 1.465, 2.842)  0.260
H (-4.245, -2.592, 2.664)  0.389
C (2.225, -0.642, 2.214)  -0.953
C (-0.608, -2.684, -5.033)  -0.475
H (3.273, -0.500, 2.487)  0.395
H (1.402, 3.178, 3.223)  0.253
H (0.880, -0.546, 5.125)  0.248
C (-4.121, 2.321, 2.333)  -0.970
C (1.774, 1.169, -2.967)  -0.196
H (2.914, 2.447, 2.686)  0.395
N (2.887, -3.515, -5.052)  -0.860
C (3.510, -3.656, -3.856)  -0.004
H (-4.524, -0.855, 2.789)  0.280
H (-3.279, 4.893, -3.814)  0.331
C (-2.385, 4.422, -4.219)  -0.723
H (-3.801, -1.524, 1.329)  0.271
C (-1.553, -1.828, -4.536)  -0.837
H (-1.791, 4.239, 1.071)  -0.007
C (1.143, 0.478, 4.851)  -1.054
C (1.829, 2.421, 2.562)  -0.899
H (-2.624, 3.404, -4.528)  0.330
S (-0.082, 3.431, -1.186)  -0.344
H (1.739, -3.799, -2.631)  0.456
C (0.208, -0.387, -3.686)  0.096
H (-2.009, 4.987, -5.067)  0.257
H (-2.795, 3.344, 5.132)  0.420
H (1.602, 2.712, 1.534)  0.146
Rh (-1.132, 1.581, -2.125)  0.856
O (-1.328, 4.429, -3.249)  -0.273
C (-2.295, -1.237, 5.038)  -1.082
Si (1.137, 0.707, 2.970)  0.320
C (0.787, -2.468, -4.850)  -0.171
H (-0.147, -2.921, 3.407)  0.251
S (-2.955, 2.977, -1.633)  -0.353
Si (-1.119, 0.570, 2.194)  0.136



[2]
The molecule C6H12O, computed with the ωB97M-V functional and the def2-TZVPD basis.

Values from the calculation:
Highest occupied orbital energy = -9.485 eV
DFT total energy = -311.01725 a.u.
Energy above the lowest of the compared OMol25 structures with the same formula, charge and spin = 26.37 kcal per mole

Last column: Mulliken charge in e.
Positions of all 19 atoms, in Å:
H (1.719, 1.672, -0.337)  0.292
C (-1.470, -0.197, 1.137)  -1.100
H (1.145, 0.189, 1.528)  0.251
C (-1.238, 0.851, 0.099)  -0.040
C (1.082, -0.241, 0.523)  -0.777
H (-1.660, -1.372, -1.344)  0.395
H (1.758, 0.327, -1.486)  0.265
H (2.999, 0.478, -0.234)  0.352
O (-0.718, 2.053, 0.588)  -0.538
H (-1.181, 0.080, 2.147)  0.287
H (1.523, -1.244, 0.587)  0.389
C (-0.645, -1.454, -0.938)  -1.508
H (-0.040, 2.350, -0.031)  0.334
C (1.930, 0.601, -0.439)  -1.094
H (-1.969, 0.959, -0.706)  0.325
H (-2.362, -0.814, 1.066)  0.281
C (-0.377, -0.388, 0.108)  1.245
H (0.057, -1.397, -1.778)  0.321
H (-0.553, -2.453, -0.491)  0.318



[3]
A cluster of 4 separate species, C27H44F4N3O7 in total at a distorted geometry, computed with the ωB97M-V functional and the def2-TZVPD basis.

Values from the calculation:
Highest occupied orbital energy = -11.101 eV
DFT total energy = -2144.57210 a.u.
Total charge = +1

Last column: Mulliken charge in e.
Positions of all 85 atoms, in Å:
H (0.638, -0.927, -3.017)  0.513
H (-4.611, -1.186, 1.812)  0.238
H (1.415, -2.234, 1.935)  0.322
N (-0.829, -1.164, -0.784)  1.095
F (1.539, 3.732, 1.264)  -0.244
H (5.835, 5.572, 1.625)  -0.022
O (-5.942, -0.379, -1.313)  -0.548
H (-5.605, 0.341, 1.324)  0.329
H (3.173, 0.036, -2.844)  0.167
H (4.746, 2.374, 0.539)  0.273
C (-6.958, 3.344, -1.892)  -0.438
C (0.557, -5.882, 4.429)  -0.378
C (-5.348, -1.218, -0.433)  0.505
C (-1.174, 0.727, -2.643)  -0.281
H (-0.408, -4.487, -1.078)  0.355
H (4.036, 3.669, -0.653)  0.391
H (-7.182, -1.141, 2.891)  0.336
C (-0.227, 1.152, -0.028)  -0.234
H (-1.220, -6.252, 2.695)  0.287
C (6.303, 6.556, 1.708)  -0.293
C (0.026, -4.195, 2.172)  0.286
C (1.245, -3.156, 2.641)  0.001
C (-2.055, 2.092, -2.276)  -0.344
H (3.427, 2.515, -2.399)  0.447
C (5.517, -2.097, -2.453)  -0.616
H (5.533, 7.329, 1.643)  0.240
H (1.859, 0.967, -3.824)  0.433
H (-2.762, -0.237, -0.072)  0.131
C (-6.984, -1.420, 1.769)  -0.972
O (-4.524, -2.384, -0.824)  -0.386
N (-3.309, 2.090, -1.718)  -0.510
H (0.339, -6.839, 5.101)  0.305
O (7.227, 6.718, 0.649)  -0.522
H (1.076, -4.127, 0.026)  0.462
H (-1.347, 1.372, 0.324)  0.662
H (-7.207, 4.400, -1.768)  0.240
H (-7.684, 2.877, -2.563)  0.250
O (-0.819, -3.972, 0.989)  -0.336
C (1.074, -0.377, -2.050)  -1.058
C (-0.335, -5.551, 3.078)  -0.377
C (0.117, -2.194, -0.706)  0.388
F (3.305, 2.999, 2.707)  -0.259
C (1.741, -4.814, 4.846)  -0.301
H (3.006, -2.725, 4.310)  0.305
H (6.366, -1.742, -3.043)  0.321
H (5.800, -2.989, -1.889)  0.280
O (2.980, 1.711, -0.459)  -0.175
H (2.353, -5.073, 5.837)  0.275
C (2.133, -3.457, 4.012)  -0.523
C (-5.544, -0.837, 1.184)  -0.321
C (2.527, 1.974, -1.832)  -0.505
O (-7.005, 2.708, -0.628)  -0.492
H (7.626, 7.599, 0.749)  0.306
C (1.639, -1.696, -1.190)  0.609
H (0.395, -0.302, 3.079)  0.318
O (5.106, -1.081, -1.556)  -0.393
C (-0.293, 0.174, -1.338)  0.057
H (0.202, 2.228, -0.317)  0.430
H (-1.540, 3.140, -2.517)  0.336
C (3.734, 2.837, 0.112)  -0.775
H (2.396, -1.374, -0.358)  0.324
H (-5.952, 3.255, -2.309)  0.137
H (6.826, 6.628, 2.664)  0.283
C (3.010, 3.586, 1.380)  0.877
C (0.542, 0.528, 1.278)  -0.617
H (-2.438, -1.964, 0.606)  0.426
C (-0.028, -3.752, -0.231)  -1.152
N (-0.238, 0.095, 2.348)  -0.610
H (5.862, -0.888, -0.977)  0.274
H (-3.639, -1.135, -2.311)  0.311
C (-2.289, -1.292, -0.370)  -0.926
H (1.609, 2.712, -1.913)  0.206
H (-1.892, -0.089, -3.091)  0.171
H (-3.554, 1.080, -1.616)  0.238
H (-0.472, 1.059, -3.548)  0.381
F (2.150, -2.748, -2.144)  -0.390
F (3.574, 4.987, 1.409)  -0.250
H (-6.985, -2.571, 1.552)  0.285
H (4.687, -2.339, -3.121)  0.206
C (-3.273, -1.929, -1.515)  -0.128
C (2.157, 0.650, -2.717)  -0.783
H (-2.810, -2.831, -2.098)  0.222
H (1.695, 0.360, 1.379)  0.366
H (-6.781, 1.773, -0.770)  0.290
H (-7.842, -0.902, 1.130)  0.271



[4]
A structure of composition C27H24BrFeN4O2S at a distorted geometry, computed with the ωB97M-V functional and the def2-TZVPD basis.

Values from the calculation:
Highest occupied orbital energy (alpha / beta) = -10.043 / -10.108 eV
DFT total energy = -5648.54352 a.u.
Energy above the lowest of the compared OMol25 structures with the same formula, charge and spin = 14.30 kcal per mole
2S+1 = 5
Total charge = +1

Last column: Mulliken charge in e.
Positions of all 60 atoms, in Å:
H (-1.086, -4.480, 2.471)  0.453
N (0.536, 2.212, 0.955)  -0.413
H (0.926, -7.850, -0.165)  0.407
C (-0.081, 4.721, 2.000)  -0.466
C (2.105, -2.709, 0.373)  0.117
C (0.705, -2.412, -4.534)  -0.508
H (2.987, -1.237, 2.922)  0.162
C (3.506, -3.076, 2.027)  -0.191
H (-2.135, 0.921, -2.656)  0.280
C (0.971, 3.999, 2.491)  -0.866
C (-1.155, 0.632, -2.267)  0.314
C (-1.167, 2.421, -0.727)  0.302
C (-0.853, 4.198, 0.941)  1.173
C (-0.238, -6.061, -0.417)  0.837
H (-4.031, -1.182, 0.475)  0.413
Fe (0.676, 0.074, 0.203)  0.613
H (-0.129, -6.612, 1.652)  0.406
C (-0.516, -0.429, -2.980)  0.045
C (0.758, -0.947, -2.587)  0.540
N (2.873, -1.898, 2.175)  -0.256
C (-3.498, -2.087, 0.188)  -1.020
H (-0.462, -5.204, -2.376)  0.458
C (-1.143, -0.927, -4.137)  -0.821
C (-2.592, 4.388, -0.705)  -0.983
C (-1.327, -3.675, 0.499)  0.585
C (1.228, 2.735, 1.945)  -0.024
H (1.164, -3.174, -5.149)  0.462
H (2.309, -2.326, -3.122)  0.526
C (-0.606, -5.056, -1.312)  -0.834
S (-1.977, -2.145, 1.163)  0.050
H (2.039, 2.129, 2.333)  0.473
C (1.333, -1.951, -3.404)  -0.382
H (1.516, -2.761, -0.524)  0.537
C (3.033, -3.636, 0.865)  -1.081
C (0.292, -7.376, -0.912)  -1.643
N (-0.644, 1.244, -1.254)  0.179
H (-4.096, -2.964, 0.431)  0.445
H (1.604, 4.382, 3.278)  0.400
O (1.373, -0.544, -1.526)  -1.017
C (-1.939, 4.902, 0.380)  -0.913
H (-3.261, -2.064, -0.874)  0.257
C (-0.488, 2.934, 0.416)  0.678
C (-1.151, -3.866, -0.864)  -0.119
H (-2.231, 5.851, 0.809)  0.410
H (-0.320, 5.699, 2.397)  0.436
H (-3.415, 4.928, -1.152)  0.399
N (2.008, -1.659, 1.178)  0.248
H (3.312, -4.576, 0.423)  0.402
Br (-1.399, -2.531, -6.469)  -0.192
O (-1.129, -1.039, 0.587)  -0.166
C (-0.543, -1.893, -4.898)  -0.202
H (0.855, -7.266, -1.838)  0.384
H (-2.101, -0.521, -4.440)  0.464
C (-0.951, -4.651, 1.410)  -0.547
H (4.234, -3.428, 2.737)  0.471
C (-2.190, 3.170, -1.273)  -0.765
C (-0.414, -5.841, 0.947)  -0.670
H (-1.424, -3.091, -1.572)  0.098
H (-0.544, -8.049, -1.114)  0.334
H (-2.693, 2.836, -2.170)  0.318



[5]
A cluster of 2 separate species, C8H12F6O3PS in total at a distorted geometry, computed with the ωB97M-V functional and the def2-TZVPD basis.

Values from the calculation:
Highest occupied orbital energy = -4.188 eV
DFT total energy = -1876.48869 a.u.
Total charge = -1

Last column: Mulliken charge in e.
Positions of all 31 atoms, in Å:
F (2.565, 2.014, 1.489)  -0.333
F (1.493, 0.157, 1.749)  -0.197
H (-3.602, -2.206, -1.744)  0.274
O (-1.683, -2.990, -1.668)  -0.389
C (-1.655, -1.845, -0.916)  0.006
H (0.429, 5.729, 1.156)  0.415
H (1.096, -2.057, -2.485)  0.144
C (-2.950, -2.581, -0.972)  -0.585
P (0.799, -2.544, 0.229)  -0.302
H (-0.827, 3.809, -0.052)  0.230
C (1.318, 1.467, 1.450)  0.619
H (0.340, 4.733, -0.982)  0.313
C (0.795, 4.699, 1.097)  -1.040
F (0.831, -4.543, -1.662)  -0.251
H (1.885, 4.711, 1.079)  0.229
F (0.646, 1.996, 2.487)  -0.300
H (-1.499, -2.478, 1.094)  0.599
S (1.579, -1.476, -1.372)  -0.251
O (-0.636, 1.311, 0.118)  -0.948
O (0.943, 2.883, -0.583)  -0.456
C (0.242, 4.021, -0.155)  -0.250
C (0.700, -4.349, -0.334)  0.927
H (-3.092, -3.519, -0.466)  0.308
H (-1.619, -0.909, -1.449)  0.420
F (-0.437, -4.963, 0.060)  -0.257
C (-0.905, -1.899, 0.402)  -0.545
H (-0.832, -0.844, 0.676)  0.095
C (0.634, 1.597, 0.059)  0.948
H (1.249, 0.912, -0.561)  -0.375
H (0.478, 4.194, 2.006)  0.205
F (1.714, -5.030, 0.249)  -0.254



[6]
The molecule C21H27N3O2S, computed with the ωB97M-V functional and the def2-TZVPD basis.

Values from the calculation:
Highest occupied orbital energy = -8.200 eV
DFT total energy = -1529.42398 a.u.
Energy above the lowest of the compared OMol25 structures with the same formula, charge and spin = 2.12 kcal per mole

Last column: Mulliken charge in e.
Positions of all 54 atoms, in Å:
H (-6.421, 1.813, -0.194)  0.333
H (0.024, 1.631, -2.192)  0.441
H (4.154, 2.046, 1.017)  0.369
O (-1.056, 0.991, 2.294)  -0.690
H (-2.373, -1.000, -1.104)  0.106
C (0.965, -1.675, 0.829)  -0.165
H (-3.919, 1.602, -0.675)  0.441
H (5.004, -2.968, -0.829)  0.184
H (7.556, 2.774, 1.173)  0.335
H (-2.748, 0.911, 0.426)  0.258
H (-1.719, 0.220, -3.231)  0.356
H (-5.097, -1.562, 1.657)  0.550
H (-5.808, 1.378, -1.796)  0.276
C (2.318, -1.570, 0.443)  -0.923
H (-1.554, -1.994, 1.415)  0.154
O (2.740, -3.761, -0.387)  -0.718
H (-3.828, -1.995, 0.503)  0.371
C (-6.390, 1.030, -0.947)  -1.373
H (7.880, 0.674, -0.557)  0.423
C (2.845, -0.308, 0.679)  0.722
C (-0.623, 1.014, -1.572)  -0.974
C (3.121, -2.633, -0.144)  0.160
H (-6.538, -0.659, 0.352)  0.473
C (4.974, -1.014, -0.201)  -0.067
H (-3.705, -0.462, -2.131)  0.317
H (5.991, 3.556, 0.921)  0.349
C (6.088, 1.522, 0.259)  0.535
H (-7.403, 0.833, -1.290)  0.434
C (-4.198, -1.186, 1.160)  -0.672
H (-0.793, 1.536, -0.635)  0.280
N (-4.594, -0.002, 0.424)  0.161
C (-1.937, 0.737, -2.293)  -0.823
C (-3.150, -0.903, 2.245)  -1.177
C (6.306, -0.757, -0.528)  -0.703
H (7.080, 3.278, -0.444)  0.338
N (4.417, -2.250, -0.421)  -0.081
C (6.847, 0.488, -0.300)  -0.825
H (0.415, -2.591, 0.711)  0.502
C (4.771, 1.272, 0.584)  -0.819
C (-0.848, -0.128, 1.857)  0.210
H (-2.422, 1.683, -2.543)  0.334
H (-3.238, 0.129, 2.588)  0.461
C (4.197, 0.017, 0.364)  1.652
C (0.479, -0.509, 1.349)  0.489
C (-5.804, -0.242, -0.346)  -0.427
S (1.677, 0.750, 1.378)  -0.343
H (-5.654, -0.991, -1.144)  0.339
H (6.907, -1.544, -0.960)  0.371
C (6.710, 2.863, 0.493)  -1.524
C (-2.903, -0.119, -1.473)  0.189
H (-0.104, 0.081, -1.362)  0.180
N (-1.794, -1.090, 1.785)  0.012
H (-3.327, -1.574, 3.093)  0.415
C (-3.520, 0.659, -0.299)  -1.218



[7]
A structure of composition C18H25AlAsBr2NO2, computed with the ωB97M-V functional and the def2-TZVPD basis.

Values from the calculation:
Highest occupied orbital energy (alpha / beta) = -5.204 / -7.217 eV
DFT total energy = -8532.36529 a.u.

Last column: Mulliken charge in e.
Positions of all 50 atoms, in Å:
H (0.407, -3.092, -0.299)  0.275
C (-1.996, 0.369, -2.529)  -0.593
H (0.946, 3.005, -2.857)  0.274
H (-2.029, 0.539, 2.747)  0.486
C (-0.550, -2.864, 0.174)  -0.825
C (1.110, -0.495, 2.284)  -0.029
C (0.493, -1.622, -3.637)  -1.310
C (0.124, -1.715, 4.129)  -1.086
O (0.152, 2.670, -1.031)  0.371
C (-3.190, 0.989, -1.813)  -1.161
C (0.524, 3.592, -2.044)  -0.949
H (-1.068, 4.602, 1.459)  0.359
H (-2.411, -1.842, -0.259)  0.487
H (-0.349, 4.141, -2.402)  0.333
C (3.331, -0.877, 1.468)  -0.222
C (1.247, -1.472, 3.285)  0.816
C (-1.046, -0.975, 3.912)  -0.676
O (1.880, 0.765, 0.452)  -0.502
H (-2.302, -0.435, -3.201)  0.474
H (-1.467, 1.115, -3.127)  0.394
H (1.401, -1.886, -4.180)  0.414
H (-0.142, -1.053, -4.317)  0.290
Br (4.715, -0.512, 0.234)  -0.185
H (-3.734, 0.245, -1.228)  0.324
H (-0.022, -2.554, -3.397)  0.301
C (0.834, -0.831, -2.383)  -0.525
H (1.513, -1.383, -1.730)  0.355
C (2.136, -0.182, 1.374)  0.214
H (-1.688, -2.609, -1.665)  0.512
H (0.184, -2.453, 4.913)  0.337
H (0.469, 4.854, 0.638)  0.361
H (-1.052, 5.036, -0.248)  0.347
C (3.511, -1.849, 2.448)  -0.501
C (-1.460, -2.061, -0.748)  -0.806
Br (2.788, -3.476, 4.641)  -0.252
H (1.344, 0.106, -2.615)  0.478
H (-3.892, 1.418, -2.529)  0.371
C (-0.514, 2.995, 0.199)  -0.215
N (-0.066, 0.225, 2.082)  0.413
C (-0.542, 4.442, 0.519)  -1.312
Al (0.164, 1.220, 0.529)  0.082
As (-0.691, -0.345, -1.271)  0.365
H (4.449, -2.381, 2.509)  0.427
H (1.274, 4.295, -1.679)  0.325
H (-0.346, -2.328, 1.100)  0.048
C (-1.130, -0.038, 2.917)  -0.302
H (-2.869, 1.781, -1.134)  0.221
H (-1.021, -3.811, 0.437)  0.464
H (-1.912, -1.135, 4.541)  0.392
C (2.491, -2.131, 3.333)  0.139